8
Properties=species:S:1:pos:R:3:mulliken_charge:R:1 method="wB97M-V/def2-TZVPD" e_tot_ha=-606.171586 orbital_gap_ha=0.309 smiles="NC(=S)C=O" e_above_lowest_kj_mol=41.4
N 1.19 -0.35 0.01 -0.350
C 0.19 0.48 0.25 0.233
S 0.10 2.11 0.54 -0.311
C -1.23 -0.13 0.01 0.047
O -1.19 -1.07 -0.74 -0.464
H 2.15 -0.09 0.00 0.231
H 0.98 -1.22 -0.45 0.239
H -2.20 0.27 0.38 0.375

30
Properties=species:S:1:pos:R:3:mulliken_spin:R:1 method="wB97M-V/def2-TZVPD" e_tot_ha=-2104.477548 orbital_gap_ha="0.186 / 0.217" spin_multiplicity=6 total_charge=-1 e_above_lowest_kj_mol=136.6 s2=8.882
C -2.05 0.91 -2.73 -0.080
C -1.42 -0.05 -3.72 -0.088
C -0.04 0.43 -3.93 0.099
C 0.47 1.45 -3.10 0.064
C -0.57 1.75 -2.20 -0.061
Mn -0.48 -0.10 -1.92 3.908
P -1.53 -2.27 -1.02 0.079
H -3.04 0.83 -2.23 0.013
H -1.76 -0.99 -4.30 -0.002
H 0.48 0.24 -4.87 0.013
H -0.54 2.34 -1.32 -0.011
H 1.56 1.75 -3.02 0.010
H -0.99 -3.27 -0.13 0.026
H -2.30 -3.07 -1.89 0.002
H -2.56 -1.99 -0.06 0.004
N 1.11 0.19 4.99 0.022
C 1.99 0.32 3.90 0.004
O 3.19 0.55 4.02 0.085
C 1.23 0.18 2.57 0.316
C -0.23 0.22 2.43 0.085
C -0.74 0.12 1.11 0.033
N 0.12 -0.05 0.01 0.249
C 1.52 -0.04 0.18 0.168
C 2.11 0.13 1.45 -0.027
H 1.59 0.03 5.90 0.000
H 0.25 -0.32 4.79 0.005
H -0.94 0.38 3.32 0.025
H -1.83 0.16 0.89 0.009
H 2.19 -0.06 -0.72 0.037
H 3.23 0.24 1.61 0.012

52
Properties=species:S:1:pos:R:3:mulliken_charge:R:1 method="wB97M-V/def2-TZVPD" e_tot_ha=-1110.850722 orbital_gap_ha=0.303 smiles="CCN/C=C/CCN.O.O.O.O.O.O.O.O.O.O" e_above_lowest_kj_mol=146.7
C -2.34 -2.90 -0.38 -1.138
C -1.92 -1.43 -0.05 -0.223
N -0.47 -1.30 0.13 0.249
C 0.20 -0.47 -0.81 -0.520
C 1.50 -0.23 -0.89 -0.102
C 1.93 0.82 -1.89 -0.635
C 2.24 0.15 -3.27 -0.942
N 1.21 -0.52 -3.95 -0.407
H -3.42 -3.02 -0.21 0.442
H -1.78 -3.54 0.29 0.089
H -2.00 -3.08 -1.43 0.319
H -2.40 -1.24 0.94 0.186
H -2.16 -0.67 -0.80 0.404
H -0.06 -2.21 0.24 -0.066
H -0.41 0.08 -1.52 0.178
H 2.24 -0.92 -0.52 0.446
H 1.19 1.59 -2.03 0.250
H 2.86 1.31 -1.55 0.417
H 2.63 0.95 -3.92 0.431
H 3.14 -0.51 -3.12 0.298
H 0.93 -1.39 -3.54 0.208
H 0.48 -0.06 -4.46 0.200
O -2.72 1.12 2.95 -0.789
H -2.18 0.82 3.68 0.381
H -1.96 1.24 2.33 0.470
O 1.15 2.81 0.90 -0.593
H 0.47 3.50 0.93 0.340
H 0.86 2.36 0.09 0.199
O -2.35 3.51 1.59 -0.736
H -3.17 3.43 1.07 0.365
H -2.46 2.77 2.23 0.253
O 1.92 1.54 3.89 -0.679
H 1.36 1.63 3.09 0.348
H 1.48 0.80 4.33 0.342
O 0.40 -4.12 -0.33 -0.582
H -0.15 -4.61 0.31 0.304
H 1.25 -4.60 -0.25 0.261
O -1.28 1.80 -3.19 -0.564
H -2.12 2.05 -3.61 0.276
H -1.19 2.21 -2.31 0.358
O 1.26 -1.34 2.83 -0.697
H 1.22 -0.40 2.63 0.380
H 1.08 -1.97 2.14 0.186
O 2.95 -2.93 1.53 -0.603
H 2.94 -1.96 1.56 0.338
H 3.50 -3.24 0.81 0.298
O -0.21 0.58 2.18 -0.723
H -0.23 1.28 1.51 0.360
H -0.47 -0.25 1.70 0.445
O -1.45 3.21 -0.83 -0.698
H -1.70 3.30 0.13 0.410
H -1.79 4.05 -1.18 0.263

17
Properties=species:S:1:pos:R:3:mulliken_charge:R:1 method="wB97M-V/def2-TZVPD" e_tot_ha=-628.369095 orbital_gap_ha=0.356 total_charge=+1 e_above_lowest_kj_mol=21.2
C 0.37 -1.21 1.83 -0.971
C -1.11 -1.45 1.47 -0.334
S -1.53 -0.92 -0.22 -0.323
H 0.61 -0.13 1.65 0.189
H 1.07 -1.85 1.28 0.316
H 0.57 -1.41 2.93 0.336
H -1.38 -2.50 1.56 0.362
H -1.78 -0.94 2.13 0.355
H -0.92 -1.89 -0.91 0.196
N 1.23 1.36 -0.58 -0.184
C 0.68 1.91 -1.65 0.280
N -0.47 1.52 -2.17 -0.168
H 0.91 0.51 -0.09 0.109
H 2.15 1.72 -0.35 0.228
H 1.23 2.74 -2.04 0.347
H -0.74 1.87 -3.08 0.269
H -0.88 0.68 -1.76 -0.009

18
Properties=species:S:1:pos:R:3:mulliken_charge:R:1 method="wB97M-V/def2-TZVPD" e_tot_ha=-323.228558 orbital_gap_ha=0.334 smiles="[H]/N=C/CN(C)CN" e_above_lowest_kj_mol=204.7
H 3.07 -0.18 0.14 0.211
N 2.21 -0.03 -0.38 -0.601
C 1.36 -0.96 -0.33 0.236
C 0.02 -0.77 -0.99 -1.066
N -0.88 -0.12 -0.06 0.018
C -1.38 -0.92 1.03 -1.039
C -0.57 1.29 0.35 -0.578
N 0.24 2.05 -0.54 -0.697
H 1.49 -1.88 0.25 0.376
H -0.41 -1.73 -1.28 0.401
H 0.13 -0.12 -1.86 0.385
H -1.38 -1.98 0.78 0.338
H -0.81 -0.78 1.96 0.332
H -2.42 -0.62 1.24 0.306
H -1.55 1.77 0.48 0.360
H -0.06 1.27 1.33 0.360
H -0.22 2.16 -1.44 0.283
H 1.17 1.56 -0.67 0.374

7
Properties=species:S:1:pos:R:3:mulliken_charge:R:1 method="wB97M-V/def2-TZVPD" e_tot_ha=-894.918220 orbital_gap_ha="0.303 / 0.302" e_above_lowest_kj_mol=368.2
N -0.05 0.49 0.74 0.287
N -0.76 -0.70 -0.12 1.120
O -0.02 -1.53 -0.42 -0.430
O -1.94 -0.57 -0.20 -0.412
O 1.11 0.56 0.97 -0.112
F -0.71 1.80 -0.63 -0.465
Cl 2.37 -0.05 -0.34 0.012

63
Properties=species:S:1:pos:R:3:mulliken_charge:R:1 method="wB97M-V/def2-TZVPD" e_tot_ha=-2396.239309 orbital_gap_ha=0.301 smiles="[H]/N=C/C[C@@](I)(C#N)[C@](I)(C#N)CN.O=[N+]([O-])c1ccccc1.O=[N+]([O-])c1ccccc1.O=[N+]([O-])c1ccccc1"
H -0.35 -2.05 8.46 0.268
N -1.15 -2.07 7.82 -0.574
C -1.23 -3.19 7.23 -0.282
C -2.35 -3.47 6.24 -0.602
C -1.91 -3.48 4.72 -0.114
I 0.22 -3.12 4.48 0.292
C -2.14 -4.84 4.18 0.161
N -2.23 -5.92 3.85 -0.487
C -2.71 -2.41 3.87 0.109
I -2.39 -2.76 1.74 0.348
C -2.19 -1.04 4.09 0.081
N -1.85 0.05 4.21 -0.495
C -4.25 -2.43 4.19 -0.651
N -5.11 -2.43 3.02 -0.534
H -0.51 -4.00 7.43 0.495
H -2.72 -4.49 6.46 0.393
H -3.14 -2.75 6.42 0.379
H -4.44 -1.54 4.83 0.318
H -4.49 -3.32 4.78 0.467
H -5.99 -2.89 3.21 0.222
H -5.27 -1.50 2.66 0.220
O -3.06 -1.40 -1.01 -0.623
N -2.98 -0.19 -0.95 1.106
O -3.58 0.50 -0.14 -0.621
C -2.10 0.48 -1.91 -0.051
C -1.45 -0.29 -2.86 -0.338
C -0.61 0.34 -3.76 -0.680
C -0.43 1.72 -3.71 -0.262
C -1.10 2.48 -2.75 -0.261
C -1.94 1.86 -1.84 -0.538
H -1.59 -1.36 -2.89 0.515
H -0.09 -0.24 -4.51 0.429
H 0.22 2.21 -4.43 0.428
H -0.97 3.55 -2.72 0.436
H -2.46 2.43 -1.09 0.472
O 2.06 -2.11 -4.13 -0.623
N 1.36 -2.44 -3.19 1.092
O 0.30 -3.03 -3.30 -0.607
C 1.82 -2.11 -1.83 0.149
C 3.02 -1.43 -1.69 -0.592
C 3.45 -1.11 -0.41 -0.426
C 2.69 -1.47 0.69 -0.429
C 1.49 -2.15 0.53 0.076
C 1.05 -2.48 -0.75 -0.282
H 3.60 -1.16 -2.56 0.472
H 4.38 -0.57 -0.28 0.383
H 3.02 -1.20 1.69 0.390
H 0.90 -2.42 1.39 -0.127
H 0.12 -3.01 -0.89 0.498
O 1.13 4.06 -5.41 -0.629
N 1.31 4.84 -4.49 1.048
O 0.43 5.39 -3.86 -0.609
C 2.71 5.13 -4.11 0.221
C 3.73 4.54 -4.83 -0.363
C 5.04 4.82 -4.48 -0.475
C 5.30 5.69 -3.42 -0.423
C 4.26 6.26 -2.71 -0.450
C 2.94 5.99 -3.06 -0.346
H 3.51 3.87 -5.65 0.454
H 5.85 4.37 -5.03 0.376
H 6.33 5.91 -3.15 0.379
H 4.46 6.93 -1.88 0.371
H 2.12 6.43 -2.51 0.447

14
Properties=species:S:1:pos:R:3:mulliken_charge:R:1 method="wB97M-V/def2-TZVPD" e_tot_ha=-270.467126 orbital_gap_ha=0.373 smiles=C1CC2(CC2)O1 e_above_lowest_kj_mol=238.3
C 1.84 0.43 -0.10 -0.338
C 0.71 0.00 0.87 -0.505
C -0.16 0.03 -0.37 0.772
C -1.30 -0.93 -0.52 -0.748
C -1.51 0.55 -0.74 -0.693
O 0.96 0.26 -1.23 -0.467
H 2.29 1.43 -0.08 0.232
H 2.66 -0.30 -0.12 0.208
H 0.87 -1.05 1.11 0.210
H 0.38 0.52 1.77 0.334
H -1.39 -1.64 -1.34 0.268
H -1.68 -1.31 0.44 0.249
H -2.13 1.14 -0.07 0.253
H -1.58 0.82 -1.79 0.225